No. 1
Here is 9 unconnected molecules or ions with the total composition C38H82N2O8 in a non-equilibrium geometry from OMol25. Energies are from ωB97M-V/def2-TZVPD.

```
130
Properties=species:S:1:pos:R:3:mulliken_charge:R:1
C -6.21482 6.50053 5.22438 -1.414
C -5.36551 5.20796 5.21020 -0.007
C -6.23586 4.03808 4.76103 -0.670
C -5.78715 2.60126 5.17232 -1.049
C -4.41785 2.46120 5.81789 -0.281
C -3.24341 2.58285 4.84719 -0.241
C -1.90293 2.46340 5.61471 -1.371
C -1.27902 1.07019 5.50490 0.445
C -0.71270 0.87614 4.08477 -0.622
C 0.36737 -0.20894 4.00208 0.579
C 1.43469 0.01642 2.91154 -0.528
C 0.96992 0.78006 1.71352 0.532
C -0.20043 0.35088 1.02871 -0.342
N -0.69370 0.93767 -0.01959 -0.650
C 0.02429 2.01622 -0.45470 0.374
C -0.42287 2.73668 -1.59002 -0.818
C 0.28333 3.81355 -2.08457 -0.392
C 1.49350 4.22597 -1.46057 0.820
C 2.26654 5.37304 -2.04433 -0.995
C 2.68168 5.14255 -3.50293 -0.536
C 1.68809 5.69880 -4.54091 -0.827
C 1.91692 3.54077 -0.33592 -0.835
C 1.20010 2.43804 0.18559 0.363
N 1.66554 1.80339 1.30373 -0.550
H -5.60942 7.39351 5.09918 0.389
H -7.01025 6.46331 4.48770 0.349
H -6.68733 6.58839 6.20217 0.339
H -4.56929 5.38017 4.49170 0.179
H -4.97918 5.07736 6.21278 0.183
H -6.38543 4.06411 3.68495 0.292
H -7.22108 4.19793 5.19843 0.418
H -6.52397 2.20912 5.87222 0.363
H -5.85106 1.96002 4.29602 0.322
H -4.36445 1.44927 6.23062 0.136
H -4.26654 3.13113 6.65823 0.344
H -3.26530 3.56176 4.37537 0.210
H -3.28701 1.78779 4.10921 0.240
H -1.19777 3.19850 5.22742 0.505
H -2.07004 2.72723 6.65776 0.514
H -2.07852 0.34695 5.66699 0.099
H -0.50416 0.93416 6.25485 -0.135
H -0.39448 1.83429 3.68061 0.441
H -1.54916 0.53765 3.47632 0.143
H -0.10896 -1.17316 3.83382 0.240
H 0.87048 -0.28474 4.96156 -0.656
H 1.74023 -0.96529 2.54302 -0.188
H 2.32900 0.47197 3.32057 0.283
H -0.71421 -0.52524 1.40301 0.601
H -1.33323 2.41099 -2.07065 0.452
H -0.11086 4.32580 -2.94638 0.397
H 1.71194 6.30643 -1.97630 0.434
H 3.17194 5.49090 -1.44930 0.337
H 3.63820 5.61650 -3.70031 0.470
H 2.78570 4.07978 -3.70560 0.297
H 2.22194 6.01257 -5.43622 0.090
H 0.98341 4.93605 -4.86487 0.230
H 1.13655 6.55623 -4.16203 0.336
H 2.83017 3.84620 0.15339 0.353
C 1.96263 -5.09721 0.79807 -0.856
C 2.07848 -3.91908 1.74609 -0.262
O 0.81795 -3.58885 2.32856 -0.475
H 1.24598 -4.87756 0.00567 0.275
H 2.92822 -5.32937 0.34470 0.360
H 1.60259 -5.98304 1.32420 0.151
H 2.41778 -3.02941 1.21647 0.268
H 2.79865 -4.13939 2.54147 0.278
H 0.50975 -4.36243 2.81018 0.274
C 2.20024 -1.60516 8.85172 -1.232
C 1.16556 -0.85339 8.03489 0.455
O 1.00984 0.48935 8.49862 -0.522
H 1.91220 -1.62196 9.90323 0.314
H 2.30604 -2.63251 8.50033 0.355
H 3.17570 -1.11598 8.78706 0.337
H 0.19449 -1.33670 8.11408 -0.009
H 1.45076 -0.83668 6.97795 -0.056
H 1.86305 0.92548 8.41626 0.292
C 1.97028 -9.87051 -0.39698 -0.919
C 2.08432 -8.69364 0.55261 -0.152
O 0.81894 -8.36499 1.13124 -0.547
H 1.25995 -9.64999 -1.18944 0.228
H 2.93550 -10.10454 -0.84958 0.309
H 1.61239 -10.75834 0.13293 0.348
H 2.42345 -7.80682 0.02131 0.228
H 2.80040 -8.90484 1.35497 0.271
H 0.51089 -9.13739 1.61400 0.304
C 3.06656 3.97128 -8.97313 -0.845
C 2.29288 5.00411 -8.17771 -0.086
O 3.15664 5.85550 -7.42664 -0.535
H 3.68242 3.36700 -8.30566 0.212
H 2.38945 3.31575 -9.52144 0.105
H 3.73622 4.45077 -9.69059 0.448
H 1.64187 4.51624 -7.45263 0.159
H 1.66925 5.61245 -8.84083 0.274
H 3.73636 6.31187 -8.04390 0.292
C -4.11719 -2.50365 8.18625 -1.275
C -2.75271 -1.84810 8.08349 0.372
O -1.81508 -2.67958 7.40042 -0.529
H -4.04108 -3.45984 8.70473 0.331
H -4.81851 -1.86626 8.72652 0.352
H -4.52652 -2.70049 7.19237 0.348
H -2.33890 -1.66771 9.07444 0.345
H -2.82847 -0.88532 7.56699 -0.200
H -2.15347 -2.83976 6.51445 0.299
C 2.25692 0.95093 -6.21755 -1.175
C 1.91171 0.96159 -7.69546 0.030
O 1.22028 -0.22173 -8.08831 -0.563
H 2.87450 0.08468 -5.97934 0.324
H 2.79711 1.85605 -5.93322 0.258
H 1.35173 0.88551 -5.60900 0.379
H 2.81741 1.00956 -8.29672 0.244
H 1.29404 1.83271 -7.93822 0.174
H 0.40743 -0.27733 -7.57744 0.320
C 0.89735 -0.63113 -12.51513 -1.208
C 1.32410 0.44424 -11.53380 0.076
O 1.54090 1.69683 -12.18736 -0.543
H 1.65187 -0.75668 -13.29236 0.294
H 0.75126 -1.58654 -12.00951 0.328
H -0.03799 -0.35490 -13.00832 0.351
H 2.26397 0.17334 -11.05669 0.203
H 0.57305 0.57083 -10.74899 0.201
H 0.71356 1.95755 -12.60197 0.296
C 0.93404 -7.48391 -4.72256 -1.040
C 0.77160 -8.97646 -4.50236 -0.254
O 0.52604 -9.28424 -3.13046 -0.515
H 1.75279 -7.09761 -4.11480 0.256
H 1.14027 -7.26202 -5.77042 0.341
H 0.02749 -6.94935 -4.42952 0.339
H 1.68245 -9.50521 -4.77782 0.284
H -0.04812 -9.36550 -5.11501 0.257
H -0.28504 -8.83490 -2.87067 0.266
```

***

No. 2
Here is 7 unconnected molecules or ions with the total composition C38H85N7 in a non-equilibrium geometry from OMol25. Energies are from ωB97M-V/def2-TZVPD.

```
130
Properties=species:S:1:pos:R:3:mulliken_charge:R:1
N 2.26349 0.89759 2.60777 0.271
C 2.18654 1.35410 3.89260 -0.633
C 3.35348 1.07040 4.54800 -0.732
C 4.14247 0.34174 3.60362 -0.730
C 3.45682 0.24531 2.42883 -0.470
H 1.47544 0.86060 1.97317 0.362
H 1.26444 1.78763 4.24756 0.430
H 3.65048 1.37117 5.53637 0.522
H 5.09923 -0.10840 3.82543 0.410
H 3.66710 -0.22844 1.48556 0.484
N -0.11848 1.41405 -0.19435 2.172
C -0.74829 1.09120 0.99892 -1.463
C -0.35611 -0.19472 1.35540 0.472
C 0.48386 -0.63328 0.32230 -0.339
C 0.52581 0.29763 -0.64717 -0.697
H -0.35367 2.24174 -0.76273 -0.921
H -1.37527 1.83757 1.45869 0.529
H -0.65383 -0.82553 2.17773 -0.739
H 0.90524 -1.62876 0.30179 0.217
H 1.04551 0.32873 -1.59262 0.637
C -3.41020 1.93929 -1.57205 -1.087
C -2.95319 3.38453 -1.30206 -0.896
N -1.52738 3.54014 -1.62181 0.841
C -1.03149 4.82932 -1.13439 -0.691
C -0.68418 4.82511 0.35775 -1.233
C -1.25740 3.38299 -3.04385 -0.807
C 0.21337 3.27242 -3.41091 -1.003
H -2.66790 1.19805 -1.27828 0.209
H -3.60651 1.83099 -2.63742 0.384
H -4.32179 1.73418 -1.01197 0.310
H -3.59127 4.08576 -1.85378 0.353
H -3.04037 3.62318 -0.24250 0.415
H -0.14508 5.14855 -1.68446 0.330
H -1.72130 5.65570 -1.36946 0.346
H -0.04115 3.99630 0.65121 0.099
H -0.07294 5.69327 0.61500 0.468
H -1.59295 4.82629 0.95831 0.317
H -1.71201 4.19899 -3.63487 0.333
H -1.77354 2.50492 -3.43843 0.423
H 0.72162 2.50676 -2.81985 -0.073
H 0.72629 4.22068 -3.23923 0.350
H 0.41465 3.05173 -4.45893 0.584
C -3.04539 -3.09911 0.65787 -0.844
C -4.12284 -3.10339 1.71318 -0.836
N -4.48372 -1.77332 2.23249 0.572
C -4.49452 -0.70309 1.24098 0.139
C -5.56423 -0.91665 0.15398 -1.305
C -5.58555 -1.80402 3.18280 -0.768
C -5.71327 -0.49105 3.94553 -1.222
H -3.28855 -2.79762 -0.36076 0.214
H -2.61522 -4.09863 0.54584 0.572
H -2.20886 -2.47788 0.99301 -0.143
H -5.05082 -3.56899 1.34740 0.408
H -3.73986 -3.61998 2.59627 0.432
H -3.49095 -0.66661 0.81970 -0.395
H -4.68828 0.29122 1.64577 0.450
H -5.56789 -0.15897 -0.62719 0.421
H -6.56119 -0.94572 0.60412 0.308
H -5.45624 -1.91722 -0.27212 0.248
H -6.51780 -2.01656 2.63516 0.440
H -5.42457 -2.65941 3.84012 0.476
H -4.76788 -0.25716 4.43994 0.281
H -5.92506 0.34267 3.27860 0.302
H -6.48152 -0.54517 4.71578 0.394
C 1.78053 -1.61291 6.05213 -1.806
C 0.65737 -1.51852 5.01950 0.473
N -0.20820 -2.71008 5.07506 0.354
C -1.55071 -2.44354 4.61433 0.334
C -2.41950 -1.75675 5.67070 -1.549
C 0.42492 -3.83960 4.39200 -1.101
C 0.56702 -3.67428 2.86280 -0.290
H 1.35901 -2.01154 6.97934 0.415
H 2.02515 -0.58723 6.33832 0.397
H 2.69243 -2.15352 5.81711 0.349
H 0.03714 -0.64377 5.21675 0.486
H 1.08341 -1.34775 4.02406 -0.409
H -1.53596 -1.75728 3.74900 -0.260
H -2.09114 -3.31841 4.24557 0.353
H -2.39897 -2.29770 6.61838 0.385
H -2.04664 -0.75006 5.88067 0.242
H -3.45728 -1.61442 5.36589 0.246
H -0.21163 -4.70834 4.59248 0.448
H 1.35656 -4.13674 4.87662 0.383
H 1.18674 -2.85018 2.51416 0.072
H -0.44555 -3.52452 2.47842 -0.040
H 0.93877 -4.58191 2.38239 0.570
C 3.88450 3.33780 -5.61492 -1.506
C 3.51915 3.04478 -4.17005 0.173
N 4.65324 2.47334 -3.43108 0.300
C 4.21007 1.57165 -2.36872 -0.220
C 3.56675 2.28445 -1.17529 -0.400
C 5.65560 3.44865 -3.05922 -0.176
C 6.99564 2.82201 -2.69206 -1.444
H 4.61965 4.13988 -5.69487 0.356
H 3.00231 3.58488 -6.20874 0.417
H 4.31301 2.43551 -6.05243 0.342
H 3.01704 3.86998 -3.65302 0.137
H 2.76118 2.26076 -4.25132 -0.150
H 3.46056 0.87251 -2.75371 -0.431
H 5.01898 0.87512 -2.13001 0.488
H 2.77690 2.97829 -1.46204 0.127
H 3.18993 1.57923 -0.43102 -0.137
H 4.26669 2.90397 -0.60335 0.439
H 5.32768 4.12971 -2.26707 0.347
H 5.93000 3.92889 -4.00431 0.273
H 6.89130 2.22806 -1.77857 0.321
H 7.73123 3.60961 -2.52021 0.443
H 7.41355 2.19831 -3.48210 0.304
C 1.05486 -4.31104 -1.70370 -1.724
C 0.99070 -2.97463 -2.42405 0.631
N 0.55232 -3.03794 -3.81062 0.067
C 0.75634 -1.74917 -4.47312 -0.147
C 2.21330 -1.40986 -4.74236 -1.233
C -0.81343 -3.52555 -3.98407 -0.996
C -1.92565 -2.78188 -3.20921 -0.445
H 1.33146 -4.11720 -0.67093 0.458
H 1.67408 -4.99417 -2.28556 0.350
H 0.07400 -4.79830 -1.73506 0.285
H 0.33627 -2.24786 -1.92408 -0.549
H 1.98840 -2.54255 -2.31663 0.394
H 0.21857 -1.59736 -5.41017 0.490
H 0.32819 -0.99732 -3.78356 0.064
H 2.66835 -2.04163 -5.50399 0.379
H 2.24917 -0.36858 -5.07813 0.309
H 2.84805 -1.44751 -3.85642 0.214
H -0.88965 -4.60615 -3.85663 0.448
H -1.02883 -3.39822 -5.04705 0.462
H -2.71449 -3.46263 -2.88033 0.372
H -2.27586 -1.91401 -3.76382 0.375
H -1.62991 -2.39765 -2.22544 -0.153
```

## Properties
- energy relative to the best compared isomer or geometry (same formula, charge and spin) (kJ/mol) = 22.96

***

Here are the calculated E numbers, same order: -2208.426807 -1882.051682 (a.u.).
Here are the calculated Kohn-Sham gap numbers, same order: 9.02 8.50 (eV).